1.
# C2H2FO4

2 unconnected molecules or ions with the total composition C2H2FO4 in a non-equilibrium geometry (ωB97M-V/def2-TZVPD, the Open Molecules 2025 dataset).

Bonds (Å) are listed after each position.
CARTESIAN COORDINATES (ANGSTROEM)
1 C -2.774 -0.236 0.071  O3 1.202, O4 1.263, O6 1.516
2 C -0.442 -0.819 -0.124  O5 1.256, O6 1.382, H8 1.116
3 O -3.883 -0.523 -0.290  C1 1.202
4 O -2.334 0.717 0.773  C1 1.263
5 O 0.579 -1.208 -0.744  C2 1.256
6 O -1.716 -1.114 -0.569  C1 1.516, C2 1.382
7 F 2.722 -0.427 0.396  H9 0.985
8 H -0.505 -0.331 0.878  C2 1.116
9 H 2.043 -0.799 -0.211  F7 0.985

For the HOMO energy, the calculation gives -5.572 eV. The value obtained for the HOMO-LUMO gap is 0.352 hartree. The multiplicity is 1. As for the net charge: -1. For the energy relative to the best compared isomer or geometry (same formula, charge and spin), the calculation gives 3.32 kcal per mole. Its total energy is -13016.7226 eV.

Atomic partial charges in e from the Mulliken method, atoms 1 to 8: number 1, C, carries 0.650; number 2, C, carries 0.366; number 3, O, carries -0.623; number 4, O, carries -0.695; number 5, O, carries -0.642; number 6, O, carries -0.328; number 7, F, carries -0.479; number 8, H, carries 0.293

2.
# C21H51N4O5PS

4 unconnected molecules or ions with the total composition C21H51N4O5PS in a non-equilibrium geometry (ωB97M-V/def2-TZVPD, the Open Molecules 2025 dataset).

Bonds (Å) are listed after each position.
CARTESIAN COORDINATES (ANGSTROEM)
1 C 4.276 1.338 2.078  C2 1.337, H15 1.073, H16 1.083
2 C 4.797 2.536 1.793  C1 1.337, C3 1.496, H17 1.080
3 C 4.224 3.592 0.901  C2 1.496, O4 1.227, O5 1.359
4 O 4.959 4.253 0.175  C3 1.227
5 O 2.893 3.870 0.894  C3 1.359, C6 1.430
6 C 2.058 3.442 1.973  O5 1.430, C7 1.544, H18 1.083, H19 1.085
7 C 1.220 2.176 1.691  C6 1.544, C8 1.534, H20 1.087, H21 1.087
8 C 1.504 1.449 0.370  C7 1.534, C9 1.532, H22 1.090, H23 1.083
9 C 0.378 1.610 -0.657  C8 1.532, C10 1.519, H24 1.085, H25 1.091
10 C 0.870 1.361 -2.072  C9 1.519, C11 1.537, H26 1.087, H27 1.086
11 C 1.970 2.353 -2.484  C10 1.537, P12 1.847, H28 1.089, H29 1.088
12 P 3.647 1.608 -2.697  C11 1.847, N13 1.736, S14 2.117
13 N 4.221 2.534 -4.049  P12 1.736, H30 1.012, H31 1.012
14 S 3.425 -0.339 -3.498  P12 2.117, H32 1.349
15 H 3.656 0.758 1.420  C1 1.073
16 H 4.545 0.864 3.014  C1 1.083
17 H 5.769 2.782 2.195  C2 1.080
18 H 2.616 3.354 2.897  C6 1.083
19 H 1.368 4.263 2.139  C6 1.085
20 H 0.175 2.473 1.662  C7 1.087
21 H 1.297 1.499 2.538  C7 1.087
22 H 1.536 0.383 0.595  C8 1.090
23 H 2.466 1.692 -0.063  C8 1.083
24 H -0.148 2.554 -0.548  C9 1.085
25 H -0.356 0.838 -0.424  C9 1.091
26 H 0.031 1.498 -2.750  C10 1.087
27 H 1.165 0.320 -2.176  C10 1.086
28 H 2.073 3.097 -1.696  C11 1.089
29 H 1.712 2.886 -3.397  C11 1.088
30 H 5.053 2.075 -4.397  N13 1.012
31 H 4.455 3.461 -3.717  N13 1.012
32 H 3.344 -0.141 -4.830  S14 1.349
33 C -5.647 2.075 -1.853  C34 1.525, H39 1.090, H40 1.090, H41 1.092
34 C -4.336 2.340 -2.585  C33 1.525, C35 1.534, N38 1.467, H42 1.094
35 C -3.104 1.783 -1.861  C34 1.534, O36 1.414, H43 1.094, H44 1.096
36 O -2.673 2.531 -0.741  C35 1.414, C37 1.413
37 C -3.373 2.282 0.461  O36 1.413, H45 1.093, H46 1.093, H47 1.092
38 N -4.226 3.777 -2.854  C34 1.467, H48 1.016, H49 1.016
39 H -5.781 2.743 -1.002  C33 1.090
40 H -6.490 2.239 -2.524  C33 1.090
41 H -5.697 1.045 -1.493  C33 1.092
42 H -4.390 1.824 -3.549  C34 1.094
43 H -2.265 1.807 -2.563  C35 1.094
44 H -3.240 0.733 -1.576  C35 1.096
45 H -3.697 1.240 0.524  C37 1.093
46 H -4.235 2.946 0.567  C37 1.093
47 H -2.691 2.488 1.287  C37 1.092
48 H -3.414 3.947 -3.439  N38 1.016
49 H -4.002 4.238 -1.977  N38 1.016
50 C -2.005 -2.717 -1.877  C51 1.525, H56 1.090, H57 1.090, H58 1.092
51 C -2.048 -2.485 -0.370  C50 1.525, C52 1.534, N55 1.467, H59 1.095
52 C -2.408 -3.736 0.443  C51 1.534, O53 1.413, H60 1.094, H61 1.098
53 O -3.777 -4.086 0.419  C52 1.413, C54 1.416
54 C -4.196 -4.823 -0.715  O53 1.416, H62 1.094, H63 1.093, H64 1.089
55 N -2.953 -1.365 -0.090  C51 1.467, H65 1.017, H66 1.017
56 H -3.004 -2.775 -2.310  C50 1.090
57 H -1.490 -1.891 -2.367  C50 1.090
58 H -1.472 -3.638 -2.120  C50 1.092
59 H -1.042 -2.187 -0.057  C51 1.095
60 H -2.181 -3.532 1.493  C52 1.094
61 H -1.790 -4.593 0.142  C52 1.098
62 H -3.413 -5.501 -1.064  C54 1.094
63 H -4.501 -4.163 -1.530  C54 1.093
64 H -5.063 -5.413 -0.419  C54 1.089
65 H -2.898 -1.131 0.898  N55 1.017
66 H -3.906 -1.697 -0.211  N55 1.017
67 C 3.056 -4.082 3.646  C68 1.525, H73 1.090, H74 1.089, H75 1.092
68 C 1.973 -3.054 3.952  C67 1.525, C69 1.538, N72 1.465, H76 1.094
69 C 0.947 -2.871 2.821  C68 1.538, O70 1.415, H77 1.094, H78 1.099
70 O 1.397 -2.105 1.721  C69 1.415, C71 1.418
71 C 2.170 -2.804 0.760  O70 1.418, H79 1.094, H80 1.092, H81 1.090
72 N 2.609 -1.787 4.320  C68 1.465, H82 1.016, H83 1.017
73 H 3.806 -3.691 2.958  C67 1.090
74 H 3.577 -4.359 4.562  C67 1.089
75 H 2.631 -4.989 3.212  C67 1.092
76 H 1.416 -3.415 4.822  C68 1.094
77 H 0.098 -2.312 3.228  C69 1.094
78 H 0.557 -3.840 2.479  C69 1.099
79 H 1.830 -3.838 0.648  C71 1.094
80 H 3.232 -2.792 1.016  C71 1.092
81 H 2.049 -2.291 -0.195  C71 1.090
82 H 1.890 -1.134 4.620  N72 1.016
83 H 2.973 -1.377 3.463  N72 1.017

For the HOMO energy, the calculation gives -7.915 eV. The value obtained for the HOMO-LUMO gap is 0.303 hartree. The multiplicity is 1. As for the SMILES: C=CC(=O)OCCCCCCP(N)S.COC[C@@H](C)N.COC[C@@H](C)N.COC[C@@H](C)N. Its total energy is -58923.4560 eV.

Atomic partial charges in e from the Mulliken method, atoms 1 to 8: number 1, C, carries -0.335; number 2, C, carries -0.456; number 3, C, carries 0.594; number 4, O, carries -0.617; number 5, O, carries -0.355; number 6, C, carries -0.972; number 7, C, carries -0.512; number 8, C, carries 1.356

3.
# C47H50F6N2PS

7 unconnected molecules or ions with the total composition C47H50F6N2PS in a non-equilibrium geometry (ωB97M-V/def2-TZVPD, the Open Molecules 2025 dataset).

Bonds (Å) are listed after each position.
CARTESIAN COORDINATES (ANGSTROEM)
1 C 0.784 -2.239 0.850  C2 1.606, H16 1.146, H17 1.155, H18 1.143
2 C -0.059 -0.917 0.503  C1 1.606, P3 1.890, H19 1.145, H20 1.149
3 P -0.766 -0.061 2.033  C2 1.890, C4 1.885, N6 1.814
4 C 0.598 1.069 2.675  P3 1.885, C5 1.633, H21 1.149, H22 1.140
5 C 1.135 2.158 1.582  C4 1.633, H23 1.154, H24 1.138, H25 1.148
6 N -2.175 0.905 1.423  P3 1.814, C7 1.414, N15 1.332
7 C -2.320 2.296 1.633  N6 1.414, C8 1.537, H26 1.151
8 C -3.446 3.241 1.184  C7 1.537, C9 1.578, H27 1.139
9 C -4.582 2.454 0.423  C8 1.578, C10 1.546, H28 1.133
10 C -4.233 0.950 0.347  C9 1.546, C11 1.622, N15 1.396
11 C -5.369 0.043 -0.374  C10 1.622, C12 1.621, H29 1.142, H30 1.140
12 C -6.565 -0.095 0.712  C11 1.621, C13 1.619, H31 1.155, H32 1.142
13 C -7.757 -1.112 0.304  C12 1.619, S14 1.889, H33 1.153, H34 1.155
14 S -8.341 -1.893 1.922  C13 1.889, H35 1.403
15 N -3.123 0.224 0.783  N6 1.332, C10 1.396
16 H 1.647 -2.058 1.582  C1 1.146
17 H 1.286 -2.561 -0.138  C1 1.155
18 H 0.104 -3.103 1.162  C1 1.143
19 H -0.901 -1.179 -0.227  C2 1.145
20 H 0.658 -0.171 0.003  C2 1.149
21 H 1.474 0.392 2.983  C4 1.149
22 H 0.268 1.628 3.612  C4 1.140
23 H 0.563 1.951 0.602  C5 1.154
24 H 2.264 2.112 1.451  C5 1.138
25 H 0.793 3.184 1.966  C5 1.148
26 H -1.470 2.795 2.228  C7 1.151
27 H -3.503 4.361 1.387  C8 1.139
28 H -5.521 2.957 0.036  C9 1.133
29 H -4.953 -0.957 -0.739  C11 1.142
30 H -5.745 0.643 -1.267  C11 1.140
31 H -6.092 -0.520 1.675  C12 1.155
32 H -6.916 0.961 0.969  C12 1.142
33 H -8.665 -0.501 -0.059  C13 1.153
34 H -7.453 -1.908 -0.475  C13 1.155
35 H -8.139 -0.853 2.843  S14 1.403
36 F 4.287 0.490 0.252  C37 1.344
37 C 4.649 1.382 -0.686  F36 1.344, C38 1.386, C42 1.386
38 C 3.855 1.547 -1.810  C37 1.386, C39 1.391, H43 1.084
39 C 4.225 2.474 -2.778  C38 1.391, C40 1.392, H44 1.084
40 C 5.391 3.219 -2.616  C39 1.392, C41 1.392, H45 1.085
41 C 6.184 3.042 -1.486  C40 1.392, C42 1.391, H46 1.081
42 C 5.807 2.122 -0.512  C37 1.386, C41 1.391, H47 1.083
43 H 2.955 0.953 -1.923  C38 1.084
44 H 3.608 2.616 -3.658  C39 1.084
45 H 5.681 3.939 -3.374  C40 1.085
46 H 7.091 3.618 -1.364  C41 1.081
47 H 6.407 1.977 0.378  C42 1.083
48 F 7.851 3.796 0.568  C49 1.346
49 C 9.125 3.945 0.978  F48 1.346, C50 1.386, C54 1.386
50 C 9.412 3.901 2.333  C49 1.386, C51 1.391, H55 1.084
51 C 10.729 4.050 2.756  C50 1.391, C52 1.393, H56 1.085
52 C 11.740 4.253 1.821  C51 1.393, C53 1.392, H57 1.085
53 C 11.438 4.300 0.463  C52 1.392, C54 1.391, H58 1.085
54 C 10.124 4.140 0.038  C49 1.386, C53 1.391, H59 1.084
55 H 8.611 3.751 3.047  C50 1.084
56 H 10.967 4.010 3.814  C51 1.085
57 H 12.766 4.374 2.152  C52 1.085
58 H 12.226 4.462 -0.264  C53 1.085
59 H 9.872 4.165 -1.016  C54 1.084
60 F 3.140 2.763 4.913  C61 1.344
61 C 3.930 1.693 5.108  F60 1.344, C62 1.386, C66 1.386
62 C 4.297 1.344 6.398  C61 1.386, C63 1.391, H67 1.084
63 C 5.110 0.234 6.600  C62 1.391, C64 1.393, H68 1.084
64 C 5.556 -0.508 5.509  C63 1.393, C65 1.392, H69 1.085
65 C 5.185 -0.145 4.217  C64 1.392, C66 1.391, H70 1.085
66 C 4.363 0.958 4.016  C61 1.386, C65 1.391, H71 1.084
67 H 3.947 1.938 7.234  C62 1.084
68 H 5.397 -0.053 7.606  C63 1.084
69 H 6.194 -1.372 5.667  C64 1.085
70 H 5.536 -0.722 3.368  C65 1.085
71 H 4.056 1.251 3.018  C66 1.084
72 F 4.947 1.447 -5.613  C73 1.344
73 C 5.739 0.378 -5.422  F72 1.344, C74 1.386, C78 1.386
74 C 6.109 0.027 -4.133  C73 1.386, C75 1.391, H79 1.082
75 C 6.925 -1.083 -3.936  C74 1.391, C76 1.393, H80 1.085
76 C 7.370 -1.821 -5.030  C75 1.393, C77 1.392, H81 1.085
77 C 6.996 -1.455 -6.319  C76 1.392, C78 1.391, H82 1.085
78 C 6.171 -0.353 -6.517  C73 1.386, C77 1.391, H83 1.084
79 H 5.760 0.616 -3.295  C74 1.082
80 H 7.214 -1.372 -2.931  C75 1.085
81 H 8.010 -2.683 -4.875  C76 1.085
82 H 7.347 -2.028 -7.171  C77 1.085
83 H 5.863 -0.059 -7.513  C78 1.084
84 F -13.268 -7.673 0.868  C85 1.341
85 C -12.463 -6.721 1.363  F84 1.341, C86 1.386, C90 1.386
86 C -11.306 -6.384 0.678  C85 1.386, C87 1.391, H91 1.084
87 C -10.474 -5.394 1.189  C86 1.391, C88 1.393, H92 1.085
88 C -10.803 -4.759 2.384  C87 1.393, C89 1.392, H93 1.085
89 C -11.965 -5.109 3.066  C88 1.392, C90 1.391, H94 1.085
90 C -12.803 -6.091 2.550  C85 1.386, C89 1.391, H95 1.084
91 H -11.063 -6.895 -0.246  C86 1.084
92 H -9.570 -5.117 0.657  C87 1.085
93 H -10.151 -3.989 2.784  C88 1.085
94 H -12.218 -4.616 3.998  C89 1.085
95 H -13.716 -6.370 3.062  C90 1.084
96 F -6.291 -2.839 -2.308  C97 1.344
97 C -6.638 -2.282 -3.481  F96 1.344, C98 1.386, C102 1.386
98 C -5.675 -1.628 -4.236  C97 1.386, C99 1.391, H103 1.084
99 C -6.033 -1.054 -5.451  C98 1.391, C100 1.392, H104 1.085
100 C -7.350 -1.129 -5.894  C99 1.392, C101 1.391, H105 1.085
101 C -8.309 -1.783 -5.127  C100 1.391, C102 1.391, H106 1.085
102 C -7.951 -2.367 -3.917  C97 1.386, C101 1.391, H107 1.084
103 H -4.656 -1.572 -3.872  C98 1.084
104 H -5.286 -0.547 -6.053  C99 1.085
105 H -7.629 -0.677 -6.840  C100 1.085
106 H -9.337 -1.837 -5.471  C101 1.085
107 H -8.684 -2.888 -3.311  C102 1.084

For the HOMO energy, the calculation gives -10.338 eV. The value obtained for the HOMO-LUMO gap is 0.206 hartree. The multiplicity is 1. As for the net charge: +1. For the energy relative to the best compared isomer or geometry (same formula, charge and spin), the calculation gives 103.28 kcal per mole. Its total energy is -88947.5915 eV.

Atomic partial charges in e from the Mulliken method, atoms 1 to 8: number 1, C, carries -1.035; number 2, C, carries -0.071; number 3, P, carries -0.112; number 4, C, carries -0.422; number 5, C, carries -0.735; number 6, N, carries 0.813; number 7, C, carries 0.345; number 8, C, carries -0.762

4.
# C8H12N2O3

2 unconnected molecules or ions with the total composition C8H12N2O3 in a non-equilibrium geometry (ωB97M-V/def2-TZVPD, the Open Molecules 2025 dataset).

Bonds (Å) are listed after each position.
CARTESIAN COORDINATES (ANGSTROEM)
1 C -1.603 -0.443 2.369  C7 1.407, N9 1.148
2 C 1.634 -0.847 0.381  C3 1.518, C6 1.479, O12 1.211
3 C 1.669 -1.858 1.512  C2 1.518, H14 1.087, H15 1.021, H16 1.114
4 C 0.471 1.804 0.128  C8 1.519, H17 1.169, H18 1.150, H19 1.127
5 C -1.770 0.801 -0.345  C8 1.429, H20 1.112, H21 1.079, H22 1.081
6 C 0.287 -0.633 -0.193  C2 1.479, C8 1.582, H23 1.109, H24 1.184
7 C -0.764 0.523 1.781  C1 1.407, C8 1.516, H25 1.123
8 C -0.501 0.649 0.294  C4 1.519, C5 1.429, C6 1.582, C7 1.516
9 N -2.326 -1.173 2.882  C1 1.148
10 N -1.487 3.329 3.183  O11 1.225, O13 1.198
11 O -1.682 2.414 2.392  N10 1.225
12 O 2.639 -0.219 0.128  C2 1.211
13 O -0.511 3.395 3.875  N10 1.198
14 H 2.569 -2.428 1.296  C3 1.087
15 H 0.845 -2.444 1.657  C3 1.021
16 H 1.826 -1.268 2.444  C3 1.114
17 H -0.027 2.825 0.406  C4 1.169
18 H 1.308 1.717 0.912  C4 1.150
19 H 0.967 1.784 -0.884  C4 1.127
20 H -2.263 1.512 0.354  C5 1.112
21 H -2.481 -0.011 -0.321  C5 1.079
22 H -1.511 1.052 -1.364  C5 1.081
23 H 0.296 -0.395 -1.276  C6 1.109
24 H -0.272 -1.672 -0.085  C6 1.184
25 H 0.131 0.728 2.428  C7 1.123

For the HOMO energy (spin up / spin down), the calculation gives -10.155 / -9.190 eV. The value obtained for the HOMO-LUMO gap (spin up / spin down) is 0.316 / 0.249 hartree. The multiplicity is 1. For the energy relative to the best compared isomer or geometry (same formula, charge and spin), the calculation gives 149.23 kcal per mole. Its total energy is -17606.6253 eV.

Atomic partial charges in e from the Mulliken method, atoms 1 to 8: number 1, C, carries 0.030; number 2, C, carries 0.554; number 3, C, carries -1.249; number 4, C, carries -1.486; number 5, C, carries -1.934; number 6, C, carries -0.767; number 7, C, carries -0.554; number 8, C, carries 1.994